Density functional theory data (the ωB97M-V functional and the def2-TZVPD basis) for the ion C2H8N with charge +1 at a distorted geometry.

Results
Net charge ... +1
HOMO energy ... -0.657 Ha
Frontier orbital gap ... 13.95 eV
ΔE to the lowest compared entry with this formula, charge and spin ... 34.88 kcal per mole
SMILES ... C[NH2+]C

Bonds (Å) are listed after each position.
Positions of all 11 atoms, in Å:
1 C 0.760 -0.779 -0.707  N2 1.498, H4 1.136, H5 1.177, H6 1.132
2 N 0.476 0.257 0.336  C1 1.498, C3 1.495, H7 1.018, H8 1.110
3 C -0.974 0.623 0.346  N2 1.495, H9 1.163, H10 1.101, H11 1.116
4 H -0.204 -1.252 -1.079  C1 1.136
5 H 1.266 -0.135 -1.553  C1 1.177
6 H 1.244 -1.720 -0.306  C1 1.132
7 H 1.178 0.987 0.237  N2 1.018
8 H 0.532 -0.087 1.391  N2 1.110
9 H -1.464 1.419 -0.346  C3 1.163
10 H -1.348 1.064 1.282  C3 1.101
11 H -1.466 -0.377 0.399  C3 1.116

---

Density functional theory data (the ωB97M-V functional and the def2-TZVPD basis) for a cluster of 2 separate species, C27H54N5O4P2 in total at a distorted geometry.

Results
Net charge ... +1
HOMO energy ... -0.388 Ha
Frontier orbital gap ... 7.53 eV

Bonds (Å) are listed after each position.
Positions of all 92 atoms, in Å:
1 C -1.464 4.555 -1.618  C2 1.582, H34 1.127, H35 1.117, H36 1.116
2 C -0.946 4.044 -0.213  C1 1.582, C3 1.600, H37 1.115, H38 1.125
3 C -2.058 4.108 0.936  C2 1.600, C4 1.579, N5 1.516, H39 1.124
4 C -1.709 5.416 1.749  C3 1.579, H40 1.128, H41 1.113, H42 1.125
5 N -2.039 2.851 1.784  C3 1.516, C6 1.335, P30 1.742
6 C -2.320 1.715 1.142  N5 1.335, N7 1.438, N27 1.398
7 N -2.285 0.398 1.718  C6 1.438, C8 1.517, H43 1.031
8 C -1.746 -0.435 0.570  N7 1.517, C9 1.570, C17 1.566, H44 1.132
9 C -1.413 -1.949 0.818  C8 1.570, C10 1.583, H45 1.112, H46 1.122
10 C 0.124 -2.137 0.488  C9 1.583, C11 1.473, C16 1.448
11 C 1.114 -1.495 1.370  C10 1.473, C12 1.441, H47 1.120
12 C 2.538 -1.553 1.161  C11 1.441, C13 1.476, H48 1.114
13 C 3.017 -2.293 -0.022  C12 1.476, C14 1.564, C15 1.443
14 C 4.565 -2.295 -0.245  C13 1.564, H49 1.117, H50 1.127, H51 1.114
15 C 2.064 -2.951 -0.883  C13 1.443, C16 1.463, H52 1.112
16 C 0.621 -2.881 -0.651  C10 1.448, C15 1.463, H53 1.111
17 C -2.592 0.074 -0.647  C8 1.566, C18 1.574, P24 1.891, N27 1.518
18 C -1.946 0.066 -2.082  C17 1.574, C19 1.582, H54 1.122, H55 1.128
19 C -1.570 -1.368 -2.635  C18 1.582, C20 1.577, H56 1.114, H57 1.125
20 C -2.250 -1.761 -4.002  C19 1.577, C21 1.589, H58 1.126, H59 1.121
21 C -2.384 -3.334 -4.187  C20 1.589, C22 1.580, H60 1.125, H61 1.118
22 C -3.306 -4.018 -3.103  C21 1.580, N23 1.510, H62 1.128, H63 1.120
23 N -2.575 -5.203 -2.519  C22 1.510, H64 1.025, H65 1.022
24 P -4.133 -1.020 -0.605  C17 1.891, C25 1.874, C26 1.871
25 C -5.110 -0.976 -2.203  P24 1.874, H66 1.128, H67 1.125, H68 1.116
26 C -5.208 -0.756 0.904  P24 1.871, H69 1.132, H70 1.112, H71 1.116
27 N -2.697 1.518 -0.191  C6 1.398, C17 1.518, C28 1.483
28 C -3.948 2.153 -0.671  N27 1.483, N29 1.486, H72 1.129, H73 1.117
29 N -4.942 2.393 0.408  C28 1.486, H74 1.017, H75 1.018
30 P -1.657 2.940 3.482  N5 1.742, O31 1.485, O32 1.638, O33 1.658
31 O -0.229 3.331 3.593  P30 1.485
32 O -1.821 1.529 4.299  P30 1.638, H76 0.980
33 O -2.649 3.987 4.297  P30 1.658, H77 0.977
34 H -1.315 3.708 -2.346  C1 1.127
35 H -2.542 4.849 -1.619  C1 1.117
36 H -0.826 5.389 -1.998  C1 1.116
37 H -0.491 3.032 -0.319  C2 1.115
38 H -0.103 4.728 0.082  C2 1.125
39 H -3.080 4.298 0.511  C3 1.124
40 H -1.683 6.240 0.978  C4 1.128
41 H -0.702 5.407 2.222  C4 1.113
42 H -2.530 5.725 2.454  C4 1.125
43 H -1.498 0.236 2.362  N7 1.031
44 H -0.755 0.082 0.392  C8 1.132
45 H -1.947 -2.673 0.166  C9 1.112
46 H -1.517 -2.163 1.915  C9 1.122
47 H 0.687 -0.935 2.241  C11 1.120
48 H 3.236 -1.031 1.856  C12 1.114
49 H 4.938 -3.226 -0.738  C14 1.117
50 H 4.776 -1.421 -0.924  C14 1.127
51 H 5.084 -2.085 0.718  C14 1.114
52 H 2.446 -3.515 -1.763  C15 1.112
53 H -0.098 -3.387 -1.330  C16 1.111
54 H -1.016 0.695 -2.093  C18 1.122
55 H -2.660 0.526 -2.823  C18 1.128
56 H -1.745 -2.204 -1.919  C19 1.114
57 H -0.462 -1.348 -2.829  C19 1.125
58 H -1.551 -1.430 -4.820  C20 1.126
59 H -3.226 -1.247 -4.198  C20 1.121
60 H -1.372 -3.821 -4.129  C21 1.125
61 H -2.831 -3.528 -5.193  C21 1.118
62 H -3.513 -3.343 -2.222  C22 1.128
63 H -4.259 -4.433 -3.519  C22 1.120
64 H -3.231 -5.978 -2.378  N23 1.025
65 H -2.249 -4.964 -1.580  N23 1.022
66 H -6.154 -0.636 -1.947  C25 1.128
67 H -4.720 -0.241 -2.961  C25 1.125
68 H -5.206 -1.989 -2.659  C25 1.116
69 H -6.230 -0.441 0.533  C26 1.132
70 H -4.876 0.047 1.599  C26 1.112
71 H -5.361 -1.749 1.390  C26 1.116
72 H -3.663 3.184 -1.033  C28 1.129
73 H -4.390 1.661 -1.570  C28 1.117
74 H -5.838 1.964 0.190  N29 1.017
75 H -5.027 3.397 0.561  N29 1.018
76 H -0.925 1.296 4.622  O32 0.980
77 H -3.486 4.104 3.807  O33 0.977
78 C 8.922 -1.467 3.458  C79 1.519, H83 1.093, H84 1.092, H85 1.091
79 C 8.793 -1.797 1.980  C78 1.519, O80 1.420, H86 1.092, H87 1.094
80 O 7.854 -0.982 1.294  C79 1.420, C81 1.420
81 C 8.112 0.414 1.295  O80 1.420, C82 1.519, H88 1.095, H89 1.093
82 C 9.439 0.788 0.658  C81 1.519, H90 1.091, H91 1.092, H92 1.092
83 H 7.953 -1.557 3.955  C78 1.093
84 H 9.628 -2.147 3.939  C78 1.092
85 H 9.279 -0.449 3.619  C78 1.091
86 H 8.441 -2.825 1.878  C79 1.092
87 H 9.767 -1.754 1.483  C79 1.094
88 H 8.040 0.811 2.313  C81 1.095
89 H 7.303 0.876 0.725  C81 1.093
90 H 10.287 0.356 1.192  C82 1.091
91 H 9.564 1.872 0.651  C82 1.092
92 H 9.483 0.425 -0.372  C82 1.092

---

Density functional theory data (the ωB97M-V functional and the def2-TZVPD basis) for the molecule C3H10OSi2 at a distorted geometry.

Results
Net charge ... 0
HOMO energy ... -0.367 Ha
Frontier orbital gap ... 10.78 eV
ΔE to the lowest compared entry with this formula, charge and spin ... 20.85 kcal per mole
SMILES ... C=C[Si@](C)(O)[SiH3]

Bonds (Å) are listed after each position.
Positions of all 16 atoms, in Å:
1 C -1.071 0.474 -2.304  C2 1.290, H7 1.088, H8 1.109
2 C -0.997 -0.465 -1.424  C1 1.290, Si3 1.976, H9 1.116
3 Si 0.085 0.024 0.156  C2 1.976, C4 1.886, O5 1.727, Si6 2.297
4 C -1.187 0.049 1.548  Si3 1.886, H10 1.064, H11 1.105, H12 1.024
5 O 0.479 1.690 -0.063  Si3 1.727, H13 0.950
6 Si 2.064 -0.874 0.899  Si3 2.297, H14 1.535, H15 1.547, H16 1.447
7 H -1.570 0.485 -3.271  C1 1.088
8 H -0.388 1.344 -2.220  C1 1.109
9 H -1.404 -1.503 -1.477  C2 1.116
10 H -0.806 0.788 2.212  C4 1.064
11 H -2.191 0.497 1.429  C4 1.105
12 H -1.460 -0.821 2.016  C4 1.024
13 H 0.664 1.868 -0.978  O5 0.950
14 H 1.762 -2.243 1.525  Si6 1.535
15 H 3.278 -1.126 -0.026  Si6 1.547
16 H 2.741 -0.187 1.978  Si6 1.447

---

- Which formula does entry 2 have?
  C27H54N5O4P2

---

- What is the formula in the first record?
  C2H8N

---

- Among the records above, which one has the highest HOMO energy?
  C3H10OSi2